1.
C38H27Cl5NO8PbS2Te | wB97M-V/def2-TZVPD

Structure (ORCA input):
```
! RIJCOSX wB97M-V def2-TZVPD def2/J DEFGRID3
* xyz -1 1
Pb -0.9223 -1.7802 0.0726
O -5.0291 -1.9900 2.6099
S -4.2738 -1.8645 1.3966
O -3.7948 -0.3411 1.2227
O -3.1810 -2.7721 1.2536
C -5.4551 -1.7886 0.0641
C -6.7037 -1.3113 0.4291
C -7.6751 -1.1059 -0.5354
C -7.3988 -1.4061 -1.8612
C -6.1466 -1.8834 -2.2152
C -5.1669 -2.0664 -1.2511
S -3.4768 -2.3983 -1.8067
O -3.5655 -2.3966 -3.2487
O -2.9787 -3.6284 -1.2406
O -2.7953 -1.1946 -1.2758
H -6.8879 -1.1066 1.4701
H -8.6353 -0.7050 -0.2460
H -8.1528 -1.2537 -2.6188
H -5.8774 -2.1046 -3.2370
Cl -2.2014 -0.6851 3.2472
C -2.7054 0.3115 1.8807
C -1.5581 0.5570 0.8752
C -2.1780 1.3653 -0.2189
Cl -1.5552 1.2824 -1.8192
C -3.2264 2.1887 0.0079
Cl -4.0337 3.0224 -1.2612
C -3.6726 2.4574 1.3573
Cl -4.5587 3.8847 1.6647
C -3.3270 1.6122 2.3433
Cl -3.6504 1.9018 3.9858
C 2.4065 3.4859 4.0129
O 1.7028 3.1149 2.8609
C 2.4150 2.8862 1.7115
C 3.7728 3.1365 1.6006
C 4.4163 3.1201 0.3704
C 3.6781 2.8960 -0.7733
C 2.3380 2.5793 -0.6656
C 1.6898 2.4720 0.5715
N 0.3763 2.0807 0.5599
C -0.4161 1.4067 1.5760
C 0.4419 0.6271 2.5410
C 0.4620 0.9833 3.8805
C 1.3353 0.3984 4.7761
C 2.2250 -0.5620 4.3224
C 2.1928 -0.9685 3.0078
C 1.2793 -0.4118 2.1005
O 1.2168 -0.8925 0.8765
H 1.6549 3.6278 4.7876
H 2.9549 4.4247 3.8663
H 3.0980 2.6983 4.3291
H 4.3564 3.3668 2.4771
H 5.4741 3.3247 0.3121
H 4.1379 2.9484 -1.7501
H 1.7476 2.4221 -1.5610
H 0.0428 1.9721 -0.3844
H -0.9252 2.1872 2.1686
H -0.2126 1.7571 4.2155
H 1.3333 0.6997 5.8146
H 2.9385 -1.0051 5.0031
H 2.8591 -1.7366 2.6409
Te 1.0759 -0.4779 -1.5279
C 2.7808 -1.7143 -1.1665
C 2.8363 -3.0621 -1.4767
C 3.9460 -3.8148 -1.1316
C 4.9997 -3.2314 -0.4500
C 4.9439 -1.8831 -0.1335
C 3.8460 -1.1277 -0.5000
C 1.5428 -0.6616 -3.6506
C 1.4799 -1.8626 -4.3395
C 2.0396 -1.9919 -5.5984
C 2.6526 -0.9053 -6.1996
C 2.6820 0.3127 -5.5434
C 2.1355 0.4288 -4.2780
H 2.0078 -3.5381 -1.9822
H 3.9780 -4.8660 -1.3838
H 5.8556 -3.8245 -0.1562
H 5.7562 -1.4198 0.4090
H 3.7900 -0.0782 -0.2462
H 0.9886 -2.7115 -3.8852
H 2.0125 -2.9437 -6.1097
H 3.1095 -1.0068 -7.1744
H 3.1538 1.1665 -6.0131
H 2.1799 1.3766 -3.7573
*
```

Output
Frontier orbital gap = 0.264 Eh
Lowest unoccupied orbital energy = 2.2 eV
Molar mass = 1201.83 g mol⁻¹

Want to see where the charge sits? The Löwdin charges in e are:
1 Pb 1.3041
2 O -0.2742
3 S 0.6372
4 O -0.2583
5 O -0.3844
6 C -0.2249
7 C -0.0468
8 C -0.0629
9 C -0.0583
10 C -0.0393
11 C -0.2019
12 S 0.4331
13 O -0.3096
14 O -0.3490
15 O -0.5357
16 H 0.1130
17 H 0.1043
18 H 0.1041
19 H 0.1100
20 Cl 0.8403
21 C -0.8012
22 C -0.3261
23 C -0.6505
24 Cl 0.7221
25 C -0.7023
26 Cl 0.6770
27 C -0.7153
28 Cl 0.6978
29 C -0.6941
30 Cl 0.7191
31 C -0.0994
32 O -0.0991
33 C -0.1898
34 C -0.0340
35 C -0.1171
36 C -0.1185
37 C -0.0857
38 C -0.1914
39 N 0.0718
40 C -0.2186
41 C -0.1901
42 C -0.1043
43 C -0.1225
44 C -0.1040
45 C -0.0122
46 C -0.3769
47 O -0.4851
48 H 0.0928
49 H 0.0917
50 H 0.0956
51 H 0.0966
52 H 0.0907
53 H 0.0974
54 H 0.0680
55 H 0.0081
56 H 0.1416
57 H 0.1106
58 H 0.0935
59 H 0.0928
60 H 0.1083
61 Te 1.4801
62 C -0.4275
63 C -0.1242
64 C -0.0937
65 C -0.1011
66 C -0.0872
67 C -0.1244
68 C -0.4343
69 C -0.1369
70 C -0.0905
71 C -0.1028
72 C -0.0996
73 C -0.1419
74 H 0.0917
75 H 0.0981
76 H 0.0949
77 H 0.1007
78 H 0.0920
79 H 0.0933
80 H 0.0994
81 H 0.0956
82 H 0.0984
83 H 0.0815

2.
C8H7N2O4S | wB97M-V/def2-TZVPD

Structure (ORCA input):
```
! RIJCOSX wB97M-V def2-TZVPD def2/J DEFGRID3
* xyz -1 1
O -3.7107 -0.9031 1.6979
C -2.6162 -1.3086 1.8748
O -2.4386 -2.0779 2.9428
C -1.3663 -0.8708 1.0901
N -1.5262 0.0745 0.2119
C -0.3369 0.6772 -0.1754
C -0.6034 1.6225 -1.2551
C 0.4383 2.0106 -1.9927
C 1.7876 1.5267 -1.8266
C 1.9635 0.3102 -1.3385
C 0.7663 -0.3315 -0.7250
S 1.1601 -1.1463 0.8827
O 1.6319 -0.1517 1.8154
O 2.0327 -2.2467 0.6423
N -0.2786 -1.6869 1.4201
H -1.4945 -2.2771 3.0233
H 0.0840 1.2217 0.7932
H -1.5492 2.2316 -1.1530
H 0.2294 2.8972 -2.6661
H 2.6548 2.0149 -2.3351
H 2.7767 -0.3879 -1.6208
H 0.3955 -1.1986 -1.3064
*
```

Output
SMILES = O=C(O)C1=N[C@@H]2C=CC=C[C@H]2[S@](=O)([O-])=N1
Frontier orbital gap = 0.303 Eh
Lowest unoccupied orbital energy = 3.3 eV
Molar mass = 227.22 g mol⁻¹

Want to see where the charge sits? The Löwdin charges in e are:
1 O 0.1027
2 C -0.5085
3 O 0.0931
4 C -0.3456
5 N 0.0943
6 C -0.4097
7 C -0.0759
8 C -0.1293
9 C -0.1172
10 C -0.0992
11 C -0.2636
12 S 0.5545
13 O -0.3405
14 O -0.3457
15 N -0.1017
16 H 0.0863
17 H 0.1877
18 H 0.1293
19 H 0.1087
20 H 0.1092
21 H 0.1243
22 H 0.1468

3.
C5H10O3 | wB97M-V/def2-TZVPD

Structure (ORCA input):
```
! RIJCOSX wB97M-V def2-TZVPD def2/J DEFGRID3
* xyz 0 1
C 0.9043 -1.8175 1.2141
C -0.3441 -1.0063 1.3203
C -0.7673 -0.0194 0.5127
O -1.9819 0.5679 0.8546
C -0.0212 0.4902 -0.7159
C -0.8956 1.1264 -1.7956
O 0.9028 1.5064 -0.2909
O 2.2286 0.8956 -0.2881
H 1.4323 -1.6829 0.2683
H 1.5865 -1.5564 2.0293
H 0.6579 -2.8801 1.3049
H -0.9720 -1.2525 2.1761
H -2.2592 1.1947 0.1682
H 0.5155 -0.3365 -1.1973
H -0.2810 1.3920 -2.6637
H -1.6901 0.4513 -2.1262
H -1.3405 2.0677 -1.4524
H 2.3252 0.8592 0.6814
*
```

Output
SMILES = C/C=C(/O)[C@@H](C)OO
Frontier orbital gap = 0.347 Eh
Lowest unoccupied orbital energy = 0.9 eV
Molar mass = 118.13 g mol⁻¹

Want to see where the charge sits? The Löwdin charges in e are:
1 C -0.1039
2 C -0.0962
3 C -0.2701
4 O 0.0243
5 C -0.3261
6 C -0.0343
7 O -0.1051
8 O -0.0171
9 H 0.0623
10 H 0.0759
11 H 0.0739
12 H 0.1136
13 H 0.0840
14 H 0.1439
15 H 0.0918
16 H 0.0953
17 H 0.0844
18 H 0.1034

4.
C23H27N3O3S | wB97M-V/def2-TZVPD

Structure (ORCA input):
```
! RIJCOSX wB97M-V def2-TZVPD def2/J DEFGRID3
* xyz 0 1
C 0.2276 2.8524 3.9688
C 1.4952 2.1319 3.8288
C 2.6314 2.4745 4.5395
C 3.8362 1.8835 4.6510
C 4.0279 0.9410 3.8789
C 2.9191 0.3294 3.2508
N 2.9608 -0.8145 2.5667
C 2.1917 -1.2943 1.4819
O 2.4394 -2.2983 0.8396
C 0.7860 -0.5979 1.5517
C 0.8058 0.2970 2.3454
C 1.9103 0.9711 3.1503
H -0.3080 1.1852 2.3146
C -0.2786 -1.2553 0.6850
N -0.1365 -0.5622 -0.7142
C -0.9473 0.4170 -0.8788
N -0.9849 0.9204 -2.2720
H -0.6216 0.1037 -2.8820
C -1.7547 1.7095 -3.0235
H -2.1473 2.3099 -1.9808
C -2.9032 1.1230 -3.5499
C -4.0798 1.8972 -3.7008
H -4.7108 1.5175 -4.6426
C -4.9159 1.9663 -2.3958
H -4.2871 2.9101 -2.0910
C -4.5937 0.7200 -1.9527
H -5.5197 0.2230 -1.8113
O -3.4849 -0.0076 -2.7626
H -4.2189 0.8483 -0.7187
H -6.0308 2.2171 -2.6551
H -3.6549 2.9571 -4.2317
H -2.5515 0.6049 -4.4558
H -1.2761 2.3341 -3.6478
S -1.7351 1.5017 0.1495
C 0.6465 -1.2990 -1.5216
C -0.0342 -2.4268 -2.5947
C -1.3289 -2.2934 -2.9164
C -1.6508 -3.5483 -3.6484
C -0.2050 -3.8080 -4.0493
O 0.7207 -3.2204 -3.1895
H -0.0004 -4.5218 -4.6853
H -2.4161 -3.9324 -4.0278
H -2.2114 -1.8161 -2.2528
H 1.2308 -0.5327 -2.0263
H 1.4798 -1.9735 -0.9527
H -1.3743 -0.8206 1.0171
H -0.3609 -2.1950 0.6465
H 3.7663 -1.2537 2.3228
C 5.4319 -0.0582 3.8272
H 5.8642 -0.1303 3.0445
H 6.0890 0.4276 4.5383
H 5.2361 -1.0735 4.2145
H 4.6608 2.1862 5.0905
H 2.4429 3.4435 5.3433
H 0.2306 3.7761 4.5668
H -0.5980 2.0946 4.4276
H 0.0493 3.2950 2.9465
*
```

Output
Frontier orbital gap = 0.312 Eh
Lowest unoccupied orbital energy = 0.6 eV
Molar mass = 425.55 g mol⁻¹

Want to see where the charge sits? The Löwdin charges in e are:
1 C -0.0751
2 C -0.2244
3 C -0.0420
4 C -0.1072
5 C -0.0943
6 C -0.2616
7 N 0.1945
8 C -0.3131
9 O 0.0640
10 C -0.1566
11 C 0.0290
12 C -0.1549
13 H 0.1506
14 C 0.0001
15 N -0.1053
16 C -0.6962
17 N -0.0344
18 H 0.1398
19 C -0.2836
20 H 0.1229
21 C -0.4153
22 C -0.2094
23 H 0.1523
24 C -0.2239
25 H 0.1452
26 C -0.2299
27 H 0.0984
28 O -0.1164
29 H 0.1389
30 H 0.1594
31 H 0.1781
32 H 0.1651
33 H 0.1046
34 S 0.6947
35 C -0.0917
36 C -0.3514
37 C -0.0563
38 C 0.0860
39 C -0.0300
40 O 0.1149
41 H 0.0452
42 H 0.0044
43 H 0.1581
44 H 0.1272
45 H 0.1612
46 H 0.1394
47 H 0.0477
48 H 0.1036
49 C 0.0647
50 H -0.0596
51 H 0.0703
52 H 0.0906
53 H 0.0887
54 H 0.1750
55 H 0.0731
56 H 0.1474
57 H 0.0975